Arrangement A

C5H9ClN2 | ωB97M-V/def2-TZVPD

Positions of all 17 atoms, in Å:
C (2.1218, -0.7792, -0.4266)
C (-0.7545, -0.1646, 1.4580)
C (-0.5107, 1.4664, -0.4371)
C (-0.5297, -1.0830, -0.9410)
C (-0.1591, 0.0848, 0.0114)
N (2.8468, -1.4442, -1.0001)
N (1.2984, -0.0040, 0.2415)
Cl (2.1239, 1.2939, 1.0689)
H (-1.0133, 0.8527, 1.8153)
H (-1.6452, -0.6801, 1.3146)
H (-0.0385, -0.6935, 2.1619)
H (-0.0522, 1.7848, -1.4625)
H (-0.2661, 2.0197, 0.3657)
H (-1.5978, 1.4976, -0.6594)
H (-0.1848, -0.8500, -1.8806)
H (-0.0127, -1.9150, -0.6364)
H (-1.6264, -1.3862, -0.9937)

The frontier orbital gap is 0.349 Ha. Its LUMO energy is 0.1 eV. The multiplicity is 1.



Arrangement B

C5H9ClN2 | ωB97M-V/def2-TZVPD

Positions of all 17 atoms, in Å:
C (2.3271, 0.6015, 0.2183)
C (0.3880, -0.7891, -0.1592)
C (2.0441, 2.0093, -0.2016)
C (-2.7142, -0.6851, 0.7881)
C (-2.0813, -0.8128, -0.6088)
N (3.2292, -0.1829, 0.3619)
N (-0.7028, -0.3189, -0.4301)
Cl (0.9632, -2.4505, 0.0830)
H (1.3176, 2.4279, 0.5689)
H (2.9063, 2.5402, -0.2834)
H (1.3942, 2.0553, -1.0522)
H (-2.2215, -1.2951, 1.4377)
H (-2.8361, 0.3081, 1.0002)
H (-3.8092, -1.1428, 0.6786)
H (-2.4466, -0.2127, -1.4418)
H (-1.9662, -1.8518, -1.1327)
H (4.2083, -0.2007, 0.1731)

The frontier orbital gap (alpha / beta) is 0.280 / 0.280 Ha. Its LUMO energy (alpha / beta) is 0.5 / 0.5 eV. The multiplicity is 1.



The structure with the greatest stability is arrangement A.



Arrangement A

C6H11NS | ωB97M-V/def2-TZVPD

Positions of all 19 atoms, in Å:
C (1.2873, 2.1546, 1.1193)
C (1.4435, 1.2514, 2.0380)
C (-1.1245, -0.7977, 0.3457)
C (-1.3467, -0.1525, -0.9748)
C (0.0323, -0.3878, -0.4526)
C (-1.8727, -1.0431, -2.0830)
N (2.5723, -0.9806, 0.2044)
S (1.5899, -0.5914, -0.8987)
H (0.6464, 1.8140, 0.3409)
H (1.6753, 3.1168, 1.1063)
H (0.9844, 0.3078, 2.1727)
H (-1.4317, -0.2333, 1.2693)
H (-1.2533, -1.8391, 0.1846)
H (-1.5702, 0.9744, -0.9213)
H (-2.9861, -1.1837, -2.0491)
H (-1.5000, -2.1158, -2.2121)
H (-1.6842, -0.3822, -3.0147)
H (2.3598, 1.3237, 2.7041)
H (2.1782, -1.2356, 1.1212)

The frontier orbital gap is 0.313 Ha. Its LUMO energy is 0.3 eV. The multiplicity is 1.



Arrangement B

C6H11NS | ωB97M-V/def2-TZVPD

Positions of all 19 atoms, in Å:
C (1.8044, 0.1689, -0.3740)
C (0.7110, 1.0572, 0.2240)
C (-0.4428, 0.5955, 1.7170)
C (-0.7462, 0.5044, 0.1994)
C (-1.1586, -0.8851, -0.3036)
C (-1.2343, -1.1643, -1.7399)
H (1.9417, -1.2772, -0.1335)
H (1.6816, 0.0304, -1.5827)
H (2.9738, 0.5041, 0.0033)
H (0.8037, 1.7492, -0.7240)
H (1.3982, 1.5018, 2.1706)
H (-1.2125, 1.0868, 2.2833)
H (-0.2830, -0.5366, 2.1758)
H (-1.4008, 1.1962, -0.1310)
H (-2.0724, -0.6150, -2.3480)
H (-0.3656, -1.0355, -2.3192)
H (-1.5970, -2.3356, -1.6082)
N (0.6367, 1.5712, 1.5689)
S (-1.4380, -2.1163, 0.9220)

The frontier orbital gap is 0.291 Ha. Its LUMO energy is -0.5 eV. The multiplicity is 1.



Arrangement C

C6H11NS | ωB97M-V/def2-TZVPD

Positions of all 19 atoms, in Å:
C (0.2906, 2.9458, -1.1831)
C (-0.2029, 1.4015, 0.5400)
C (-0.6518, 0.0279, 0.9173)
C (-1.8815, -0.5376, 0.1507)
C (-1.1178, -1.8763, -0.0113)
C (0.1617, -1.1516, 0.4219)
H (0.4447, 3.1152, -2.2870)
H (1.1807, 3.2359, -0.6180)
H (-0.4646, 3.6560, -0.8799)
H (0.5941, 0.8840, -1.2722)
H (0.7335, 1.5654, 1.0589)
H (-0.9166, 2.1484, 0.9136)
H (-0.7026, -0.0700, 2.0371)
H (-2.8474, -0.5922, 0.6168)
H (-2.0108, -0.0131, -0.8658)
H (-1.4391, -2.6122, 0.7249)
H (-1.0823, -2.3898, -1.0050)
N (-0.0800, 1.5635, -0.9161)
S (1.7175, -1.5456, 0.1861)

The frontier orbital gap is 0.312 Ha. Its LUMO energy is -0.1 eV. The multiplicity is 1.



The structure with the greatest stability is arrangement C.



Arrangement A

C6H11NS | ωB97M-V/def2-TZVPD

Positions of all 19 atoms, in Å:
C (1.0101, 1.7242, 0.2251)
C (-0.9326, -0.0242, 0.8694)
C (-0.3502, 1.4234, 0.6400)
C (0.6743, 1.9585, 1.6092)
C (0.5588, -1.3644, -0.5629)
C (1.0252, -1.9504, -1.7932)
N (-0.4658, -0.8644, -0.1487)
S (-2.3833, -1.3362, -1.2739)
H (1.6504, 0.8688, 0.1173)
H (1.3556, 2.5481, -0.3912)
H (-0.7178, -0.4409, 1.8369)
H (-2.0208, 0.0015, 0.9560)
H (-1.2173, 1.9454, 0.3030)
H (0.3338, 2.9164, 1.9914)
H (0.8609, 1.1672, 2.2772)
H (0.7674, -3.0515, -1.7353)
H (2.1373, -1.7628, -1.9082)
H (0.5344, -1.4913, -2.6986)
H (-2.8201, -2.2674, -0.3135)

The frontier orbital gap (alpha / beta) is 0.271 / 0.271 Ha. Its LUMO energy (alpha / beta) is 0.0 / 0.0 eV. The multiplicity is 1.



Arrangement B

C6H11NS | ωB97M-V/def2-TZVPD

Positions of all 19 atoms, in Å:
C (-0.5457, 0.1939, 0.1586)
C (2.0843, -0.7405, 0.4113)
C (-1.0998, -0.3288, 1.4256)
C (2.1295, -1.3310, -0.7793)
C (0.7772, 2.1409, -0.9220)
C (0.2091, 1.2627, 0.2005)
N (-1.0425, -0.3990, -1.1428)
S (2.2672, -0.4938, 1.9565)
H (-0.6458, -1.2379, 1.7299)
H (-2.1098, -0.5196, 1.4104)
H (-0.9701, 0.3239, 2.3200)
H (1.6056, -0.7994, -1.5956)
H (2.9302, -2.0746, -1.0475)
H (-1.1148, -1.4547, -0.8619)
H (1.4892, 1.6532, -1.6055)
H (-0.1522, 2.5211, -1.4310)
H (1.2767, 2.9695, -0.5900)
H (0.4978, 1.4705, 1.2377)
H (-0.2936, -0.3038, -1.8588)

The frontier orbital gap is 0.300 Ha. Its LUMO energy is -0.2 eV. The multiplicity is 1.



The structure with the greatest stability is arrangement B.